Here is a molecular structure, C2H2AgCl6F3V from the OMol25 dataset. Energies are from ωB97M-V with the def2-TZVPD basis set.

Atoms and positions in Å:
Ag  -0.92846  1.26721  2.95963
V  -2.64954  1.44105  0.53995
F  -1.35621  2.83488  1.54972
F  -3.06513  1.12856  2.56405
F  -1.03918  0.29094  0.94699
C  0.51249  -2.83550  0.19537
Cl  2.16427  -2.34656  0.59451
Cl  -0.08632  -4.10811  1.27680
Cl  0.37689  -3.33170  -1.50026
H  -0.13557  -1.98969  0.31848
C  1.14887  1.46472  -1.84396
Cl  2.62657  0.70034  -1.30002
Cl  1.10100  1.52232  -3.60085
Cl  1.01997  3.09725  -1.17322
H  0.31035  0.86432  -1.52720

Calculated values
HOMO-LUMO gap (spin up / spin down) ... 7.4 / 3.2 eV
Relative energy (zero: lowest compared OMol25 entry of this formula, charge and spin) ... 0.00 kJ/mol
Energy ... -4228.739122 hartree
Spin multiplicity ... 5
Net charge ... +1